Record 1
Density functional theory data (ωB97M-V/def2-TZVPD) for the molecule CH3Cl2OP.

```
8
Properties=species:S:1:pos:R:3
H 0.36 0.67 -1.72
O -0.12 1.14 -1.03
C 0.34 -1.22 -0.09
P -0.08 0.38 0.42
H 0.57 -2.12 0.43
Cl -1.82 1.24 1.32
Cl 1.19 1.40 1.53
H -0.44 -1.48 -0.86
```

Computed properties:
ΔE to the lowest compared entry with this formula, charge and spin   48.3 kcal per mole
Calculated total energy   -37466.9557 eV
M   132.91 g/mol
Frontier orbital gap   8.9 eV
2S+1   1
SMILES   C=P(O)(Cl)Cl
Total charge   0
Lowest unoccupied orbital energy   0.00066 Eh
E_HOMO   -8.9 eV

Atomic partial charges in e from the Mulliken method, atoms 1 to 4:
1. H 0.376
2. O -0.542
3. C -0.762
4. P 0.819

=====

Record 2
Density functional theory data (ωB97M-V/def2-TZVPD) for a structure of composition CH3Cl2OP.

```
8
Properties=species:S:1:pos:R:3
Cl -3.27 1.47 -0.08
H -0.49 -0.72 1.05
Cl -2.99 -1.63 0.44
O 0.70 -0.97 -0.86
H -0.11 0.81 0.32
C -0.56 -0.08 0.27
P -2.16 -0.20 -0.67
H 0.15 -1.12 -1.61
```

Computed properties:
ΔE to the lowest compared entry with this formula, charge and spin   80.0 kcal per mole
Calculated total energy   -37465.5812 eV
M   132.91 g/mol
Frontier orbital gap   9.6 eV
2S+1   1
Total charge   0
Lowest unoccupied orbital energy   -0.01649 Eh
E_HOMO   -10.1 eV

Atomic partial charges in e from the Mulliken method, atoms 1 to 4:
1. Cl -0.221
2. H 0.258
3. Cl -0.170
4. O -0.557

=====

Record 3
Density functional theory data (ωB97M-V/def2-TZVPD) for a structure of composition CH3Cl2OPS.

```
9
Properties=species:S:1:pos:R:3
H -2.41 -0.39 -0.67
H -0.75 -1.19 -0.98
Cl 2.53 0.74 1.83
Cl -1.47 -1.16 1.33
P -0.18 1.35 0.24
O 2.02 -0.47 -0.85
C -1.35 -0.59 -0.34
S 1.40 -0.30 0.45
H 0.21 2.00 -1.00
```

Computed properties:
ΔE to the lowest compared entry with this formula, charge and spin   118.3 kcal per mole
Calculated total energy   -48299.5243 eV
M   164.98 g/mol
Frontier orbital gap   8.8 eV
2S+1   1
Total charge   0
Lowest unoccupied orbital energy   -0.01920 Eh
E_HOMO   -9.4 eV

Atomic partial charges in e from the Mulliken method, atoms 1 to 4:
1. H 0.308
2. H 0.335
3. Cl -0.222
4. Cl -0.106

=====

Record 4
Density functional theory data (ωB97M-V/def2-TZVPD) for the molecule CH3Cl2OPS.

```
9
Properties=species:S:1:pos:R:3
H -1.74 -1.74 1.24
O -0.99 -1.49 -0.70
C 1.02 0.78 -0.43
P -0.26 0.67 1.08
S -0.47 -1.55 0.68
H 0.47 0.19 -1.28
H 1.23 1.81 -0.72
Cl 2.59 0.08 0.11
Cl -1.85 1.24 0.02
```

Computed properties:
ΔE to the lowest compared entry with this formula, charge and spin   87.7 kcal per mole
Calculated total energy   -48300.8478 eV
M   164.98 g/mol
Frontier orbital gap   9.5 eV
2S+1   1
SMILES   O=[SH]#P(Cl)CCl
Total charge   0
Lowest unoccupied orbital energy   0.00782 Eh
E_HOMO   -9.2 eV

Atomic partial charges in e from the Mulliken method, atoms 1 to 4:
1. H 0.193
2. O -0.536
3. C -0.592
4. P 0.237

=====

Record 5
Density functional theory data (ωB97M-V/def2-TZVPD) for a cluster of 2 separate species, CH3Cl2P in total.

```
7
Properties=species:S:1:pos:R:3
H 0.00 -0.71 2.09
H -0.86 -1.85 1.06
C -0.61 -0.89 1.25
Cl -2.17 -0.09 -1.02
Cl 2.07 2.03 -1.73
H 2.54 0.95 -2.12
P -0.97 0.56 0.47
```

Computed properties:
ΔE to the lowest compared entry with this formula, charge and spin   39.6 kcal per mole
Calculated total energy   -35418.8182 eV
M   116.91 g/mol
Frontier orbital gap   9.6 eV
2S+1   1
SMILES   C=PCl.Cl
Total charge   0
Lowest unoccupied orbital energy   0.00114 Eh
E_HOMO   -9.5 eV

Atomic partial charges in e from the Mulliken method, atoms 1 to 4:
1. H 0.265
2. H 0.315
3. C -0.525
4. Cl -0.215

=====

Record 6
Density functional theory data (ωB97M-V/def2-TZVPD) for a cluster of 2 separate species, CH3Cl2PS in total.

```
8
Properties=species:S:1:pos:R:3
H -1.91 0.37 1.02
S 2.54 1.11 -1.39
H -1.99 -1.01 -0.21
P 1.40 0.10 -0.13
H -1.98 0.76 -0.78
Cl 1.82 -1.87 -0.29
C -1.90 0.04 0.01
Cl 2.01 0.49 1.77
```

Computed properties:
ΔE to the lowest compared entry with this formula, charge and spin   68.9 kcal per mole
Calculated total energy   -46253.3364 eV
M   148.98 g/mol
Frontier orbital gap (spin up / spin down)   9.0 / 6.3 eV
2S+1   1
Total charge   0
Lowest unoccupied orbital energy (spin up / spin down)   -0.01570 / -0.10253 Eh
E_HOMO (spin up / spin down)   -9.4 / -9.1 eV

Atomic partial charges in e from the Mulliken method, atoms 1 to 4:
1. H 0.352
2. S -0.271
3. H 0.349
4. P 0.548

=====

Record 7
Density functional theory data (ωB97M-V/def2-TZVPD) for the ion CH3Cl3N2P with charge +1.

```
10
Properties=species:S:1:pos:R:3
Cl -0.68 1.40 0.42
H 1.33 -1.09 -1.01
N 0.53 -1.04 -1.70
P -0.01 0.39 -1.78
Cl 1.23 1.78 -2.38
C -0.23 -0.44 2.25
H -0.93 -0.35 3.17
N 0.06 0.04 1.13
H 0.44 -1.37 2.48
Cl -1.74 0.67 -2.58
```

Computed properties:
ΔE to the lowest compared entry with this formula, charge and spin   53.3 kcal per mole
Calculated total energy   -50912.2286 eV
M   180.38 g/mol
Frontier orbital gap   9.2 eV
2S+1   1
Total charge   +1
Lowest unoccupied orbital energy   -0.22201 Eh
E_HOMO   -15.3 eV

Atomic partial charges in e from the Mulliken method, atoms 1 to 4:
1. Cl 0.038
2. H 0.313
3. N -0.444
4. P 0.919

=====

Record 8
Density functional theory data (ωB97M-V/def2-TZVPD) for a cluster of 2 separate species, CH3ClF2 in total.

```
7
Properties=species:S:1:pos:R:3
H 1.70 1.29 0.48
H 1.12 -0.40 0.59
F -2.02 0.19 1.39
H 2.80 -0.06 0.07
C 1.77 0.29 0.05
F -2.09 -1.18 1.56
Cl 1.22 0.37 -1.64
```

Computed properties:
ΔE to the lowest compared entry with this formula, charge and spin   109.0 kcal per mole
Calculated total energy   -19038.1432 eV
M   88.48 g/mol
Frontier orbital gap   9.8 eV
2S+1   1
SMILES   CCl.FF
Total charge   0
Lowest unoccupied orbital energy   -0.03775 Eh
E_HOMO   -10.8 eV

Atomic partial charges in e from the Mulliken method, atoms 1 to 4:
1. H 0.223
2. H 0.187
3. F 0.001
4. H 0.257

=====

Record 9
Density functional theory data (ωB97M-V/def2-TZVPD) for the molecule CH3ClFNS.

```
8
Properties=species:S:1:pos:R:3
H 2.07 -0.40 -1.33
Cl 0.68 -1.95 1.43
C -0.79 0.51 0.29
S -0.04 -0.96 -0.35
F -2.11 0.50 -0.07
H -0.42 1.43 -0.17
N 1.21 0.15 -1.18
H -0.59 0.72 1.39
```

Computed properties:
ΔE to the lowest compared entry with this formula, charge and spin   60.8 kcal per mole
Calculated total energy   -28647.5728 eV
M   115.56 g/mol
Frontier orbital gap (spin up / spin down)   8.0 / 8.0 eV
2S+1   1
Total charge   0
Lowest unoccupied orbital energy (spin up / spin down)   -0.04268 / -0.04269 Eh
E_HOMO (spin up / spin down)   -9.2 / -9.2 eV

Atomic partial charges in e from the Mulliken method, atoms 1 to 4:
1. H 0.202
2. Cl -0.186
3. C -0.085
4. S 0.288

=====

Record 10
Density functional theory data (ωB97M-V/def2-TZVPD) for a cluster of 2 separate species, CH3ClFNS in total.

```
8
Properties=species:S:1:pos:R:3
Cl 0.31 -1.01 2.13
H 0.87 -0.02 -0.45
C 0.35 0.90 -0.02
S -0.88 0.22 1.12
N -0.65 -1.17 -1.19
H -0.17 1.38 -0.82
F 1.06 1.95 0.55
H -0.90 -2.24 -1.31
```

Computed properties:
ΔE to the lowest compared entry with this formula, charge and spin   104.5 kcal per mole
Calculated total energy   -28645.6775 eV
M   115.56 g/mol
Frontier orbital gap (spin up / spin down)   7.9 / 7.9 eV
2S+1   1
Total charge   0
Lowest unoccupied orbital energy (spin up / spin down)   -0.05122 / -0.05132 Eh
E_HOMO (spin up / spin down)   -9.3 / -9.3 eV

Atomic partial charges in e from the Mulliken method, atoms 1 to 4:
1. Cl -0.115
2. H 0.366
3. C -0.256
4. S 0.058

=====

Record 11
Density functional theory data (ωB97M-V/def2-TZVPD) for the molecule CH3ClFO2P.

```
9
Properties=species:S:1:pos:R:3
C -0.02 0.58 0.82
H 0.88 1.11 0.67
Cl 0.42 -2.32 -2.14
O -0.23 -0.47 -0.28
O 0.11 0.06 2.06
F 0.92 0.47 -2.22
P -0.38 -0.46 -1.88
H -0.80 -0.33 2.32
H -0.90 1.35 0.65
```

Computed properties:
ΔE to the lowest compared entry with this formula, charge and spin   1.3 kcal per mole
Calculated total energy   -29710.5977 eV
M   132.46 g/mol
Frontier orbital gap   10.6 eV
2S+1   1
SMILES   OCOP(F)Cl
Total charge   0
Lowest unoccupied orbital energy   0.01905 Eh
E_HOMO   -10.0 eV

Atomic partial charges in e from the Mulliken method, atoms 1 to 4:
1. C -0.120
2. H 0.268
3. Cl -0.195
4. O -0.117

=====

Record 12
Density functional theory data (ωB97M-V/def2-TZVPD) for a cluster of 2 separate species, CH3ClFO3P in total.

```
10
Properties=species:S:1:pos:R:3
C -1.43 -0.16 0.06
F 0.83 -2.50 0.15
P 0.97 0.68 -1.26
H -1.89 -0.98 -0.42
Cl 2.21 2.46 0.73
O 1.74 -1.56 0.65
O 0.97 1.62 0.02
H -0.81 -0.21 0.98
H -2.20 0.63 0.22
O -0.40 0.02 -1.14
```

Computed properties:
ΔE to the lowest compared entry with this formula, charge and spin   94.3 kcal per mole
Calculated total energy   -31748.8751 eV
M   148.46 g/mol
Frontier orbital gap (spin up / spin down)   5.8 / 7.5 eV
2S+1   1
Total charge   0
Lowest unoccupied orbital energy (spin up / spin down)   -0.05461 / -0.04025 Eh
E_HOMO (spin up / spin down)   -7.3 / -8.5 eV

Atomic partial charges in e from the Mulliken method, atoms 1 to 4:
1. C -0.371
2. F -0.159
3. P 0.421
4. H 0.220

=====

Record 13
Density functional theory data (ωB97M-V/def2-TZVPD) for a cluster of 2 separate species, CH3ClFOP in total.

```
8
Properties=species:S:1:pos:R:3
Cl 4.97 0.42 1.03
O 0.09 -0.49 0.88
H -1.96 -0.28 0.75
H 2.93 0.60 -0.55
C -0.90 -0.35 0.25
H -0.86 -0.32 -0.94
P 4.27 0.20 -0.85
F 3.72 -1.31 -0.74
```

Computed properties:
ΔE to the lowest compared entry with this formula, charge and spin   73.2 kcal per mole
Calculated total energy   -27661.6246 eV
M   116.46 g/mol
Frontier orbital gap   10.8 eV
2S+1   1
SMILES   FPCl.C=O
Total charge   0
Lowest unoccupied orbital energy   0.02657 Eh
E_HOMO   -10.0 eV

Atomic partial charges in e from the Mulliken method, atoms 1 to 4:
1. Cl -0.165
2. O -0.345
3. H 0.219
4. H 0.051

=====

Record 14
Density functional theory data (ωB97M-V/def2-TZVPD) for a structure of composition CH3ClINO.

```
8
Properties=species:S:1:pos:R:3
O -0.41 0.55 -0.17
I 1.48 2.27 -1.22
H 0.08 -1.36 0.16
H -1.28 -1.13 -1.03
H -1.50 -0.92 0.79
Cl 1.56 0.76 1.66
N 0.89 0.67 -0.11
C -0.82 -0.85 -0.08
```

Computed properties:
ΔE to the lowest compared entry with this formula, charge and spin   1.8 kcal per mole
Calculated total energy   -25242.3658 eV
M   207.40 g/mol
Frontier orbital gap   8.2 eV
2S+1   1
Total charge   0
Lowest unoccupied orbital energy   -0.03408 Eh
E_HOMO   -9.1 eV

Atomic partial charges in e from the Mulliken method, atoms 1 to 4:
1. O -0.132
2. I 0.205
3. H 0.343
4. H 0.222

=====

Record 15
Density functional theory data (ωB97M-V/def2-TZVPD) for a structure of composition CH3ClINO.

```
8
Properties=species:S:1:pos:R:3
Cl -2.69 -2.95 -0.04
I -3.60 0.72 0.01
N -2.01 -1.52 0.53
H 0.71 -0.43 -0.54
H -0.34 0.13 0.93
H -0.80 0.76 -0.66
O -1.06 -1.26 -0.40
C -0.33 -0.08 -0.15
```

Computed properties:
ΔE to the lowest compared entry with this formula, charge and spin   8.4 kcal per mole
Calculated total energy   -25242.0828 eV
M   207.40 g/mol
Frontier orbital gap (spin up / spin down)   8.8 / 7.0 eV
2S+1   1
Total charge   0
Lowest unoccupied orbital energy (spin up / spin down)   -0.03769 / -0.08954 Eh
E_HOMO (spin up / spin down)   -9.8 / -9.5 eV

Atomic partial charges in e from the Mulliken method, atoms 1 to 4:
1. Cl -0.013
2. I -0.029
3. N -0.147
4. H 0.213

=====

Record 16
Density functional theory data (ωB97M-V/def2-TZVPD) for the molecule CH3ClN2.

```
7
Properties=species:S:1:pos:R:3
Cl -0.09 2.43 -1.11
H -0.84 -1.35 -0.22
N -0.20 0.78 -0.90
H 0.46 -1.81 0.47
N -0.19 -1.06 0.46
H 0.64 0.78 1.12
C 0.21 0.23 0.19
```

Computed properties:
ΔE to the lowest compared entry with this formula, charge and spin   49.4 kcal per mole
Calculated total energy   -16586.8092 eV
M   78.50 g/mol
Frontier orbital gap   10.7 eV
2S+1   1
SMILES   N/C=N/Cl
Total charge   0
Lowest unoccupied orbital energy   0.03794 Eh
E_HOMO   -9.6 eV

Atomic partial charges in e from the Mulliken method, atoms 1 to 4:
1. Cl -0.093
2. H 0.267
3. N -0.412
4. H 0.240

=====

Record 17
Density functional theory data (ωB97M-V/def2-TZVPD) for the molecule CH3ClN2.

```
7
Properties=species:S:1:pos:R:3
H -1.18 -0.49 -0.56
N 0.57 -0.06 -0.93
Cl 2.23 -0.43 -0.58
H -0.17 -1.18 0.77
H -0.91 1.52 0.43
N -0.14 0.94 0.79
C -0.39 -0.30 0.08
```

Computed properties:
ΔE to the lowest compared entry with this formula, charge and spin   126.5 kcal per mole
Calculated total energy   -16583.4641 eV
M   78.50 g/mol
Frontier orbital gap (spin up / spin down)   9.1 / 9.3 eV
2S+1   1
Total charge   0
Lowest unoccupied orbital energy (spin up / spin down)   -0.03287 / -0.03615 Eh
E_HOMO (spin up / spin down)   -10.0 / -10.3 eV

Atomic partial charges in e from the Mulliken method, atoms 1 to 4:
1. H 0.265
2. N -0.260
3. Cl -0.045
4. H 0.305

=====

Record 18
Density functional theory data (ωB97M-V/def2-TZVPD) for the molecule CH3ClN2O2.

```
9
Properties=species:S:1:pos:R:3
O -1.07 -0.10 -1.68
H 1.38 -0.13 -0.35
N -0.38 0.74 -0.55
H -0.02 -0.57 0.75
O -3.01 0.15 -0.54
Cl -2.96 -1.17 -2.79
N 0.49 0.02 0.20
H -1.15 0.89 0.13
C -2.38 -0.27 -1.45
```

Computed properties:
ΔE to the lowest compared entry with this formula, charge and spin   2.7 kcal per mole
Calculated total energy   -20680.8493 eV
M   110.50 g/mol
Frontier orbital gap   10.9 eV
2S+1   1
SMILES   NNOC(=O)Cl
Total charge   0
Lowest unoccupied orbital energy   0.02558 Eh
E_HOMO   -10.2 eV

Atomic partial charges in e from the Mulliken method, atoms 1 to 4:
1. O -0.224
2. H 0.277
3. N -0.257
4. H 0.218

=====

Record 19
Density functional theory data (ωB97M-V/def2-TZVPD) for the molecule CH3ClN2O2.

```
9
Properties=species:S:1:pos:R:3
N -0.77 -0.31 -1.29
H 0.80 0.11 2.04
C 0.38 0.41 1.02
O 1.30 -1.38 -0.26
H 0.73 1.33 0.69
Cl -1.38 0.44 1.53
O -0.75 -1.02 -2.25
H -0.93 0.79 -1.28
N 0.62 -0.38 -0.20
```

Computed properties:
ΔE to the lowest compared entry with this formula, charge and spin   95.6 kcal per mole
Calculated total energy   -20676.8205 eV
M   110.50 g/mol
Frontier orbital gap (spin up / spin down)   8.2 / 8.9 eV
2S+1   1
Total charge   0
Lowest unoccupied orbital energy (spin up / spin down)   -0.02295 / -0.01005 Eh
E_HOMO (spin up / spin down)   -8.8 / -9.1 eV

Atomic partial charges in e from the Mulliken method, atoms 1 to 4:
1. N 0.115
2. H 0.317
3. C -0.375
4. O -0.454

=====

Record 20
Density functional theory data (ωB97M-V/def2-TZVPD) for the molecule CH3ClN2O2.

```
9
Properties=species:S:1:pos:R:3
H -1.28 0.88 0.57
O -0.09 0.03 -1.87
N -0.82 -0.89 1.16
O 0.74 0.78 0.17
H 0.04 -1.22 1.73
C 0.80 0.52 -1.28
H -1.16 -1.53 0.53
Cl 2.27 1.08 -1.88
N -0.51 0.36 0.86
```

Computed properties:
ΔE to the lowest compared entry with this formula, charge and spin   16.3 kcal per mole
Calculated total energy   -20680.2583 eV
M   110.50 g/mol
Frontier orbital gap   9.9 eV
2S+1   1
SMILES   NNOC(=O)Cl
Total charge   0
Lowest unoccupied orbital energy   0.02718 Eh
E_HOMO   -9.2 eV

Atomic partial charges in e from the Mulliken method, atoms 1 to 4:
1. H 0.239
2. O -0.392
3. N -0.342
4. O -0.270